No. 1
{
  "formula": "C6H8N2O6S",
  "method": "the ωB97M-V functional and the def2-TZVPD basis",
  "symbols": ["C", "C", "C", "C", "C", "C", "N", "N", "O", "O", "O", "O", "O", "O", "S", "H", "H", "H", "H", "H", "H", "H", "H"],
  "positions_angstrom": [[1.91508, 0.44077, 0.70783], [0.75527, -2.11798, -1.09202], [-1.95557, 1.77253, -0.87609], [-0.38863, 0.33191, 0.99353], [-0.49457, -1.73755, -0.16212], [-1.10844, 0.45773, -1.21336], [2.80891, 0.09867, 1.53989], [-0.89864, -0.35774, -0.00054], [0.64618, -3.27562, -1.48328], [-3.20017, 1.79885, -1.00780], [3.61732, 1.33223, -0.88660], [1.61879, -1.25248, -1.21361], [-1.21754, 2.68673, -0.44075], [1.45199, 2.61296, -0.57740], [2.18191, 1.14120, -0.97680], [-0.47623, 1.38199, 1.01510], [-0.26939, -0.18803, 1.99945], [-0.28403, -2.25817, 0.72172], [-1.28810, -2.27134, -0.51426], [-0.03927, 0.69481, -1.63307], [-1.67583, -0.11213, -1.93608], [3.69457, 0.09104, 1.04191], [0.50860, 2.61348, -0.48946]],
  "forces_ev_per_a": [[-3.080, -0.250, 1.454], [-1.860, 0.955, 1.494], [0.195, -0.639, -0.039], [3.615, -1.107, 3.239], [1.431, 1.032, -1.215], [0.671, 0.339, -0.439], [-1.047, 0.108, -1.131], [-0.324, 0.176, -0.987], [0.516, -1.323, -0.799], [0.897, -0.475, -0.181], [2.047, 0.992, -0.774], [0.941, -0.312, -0.737], [-0.014, 0.901, 0.089], [3.423, -0.090, -0.158], [-1.254, 0.378, 1.218], [-0.460, 0.782, 0.050], [-0.225, 0.626, -1.465], [0.493, -0.003, 1.967], [-2.345, -1.350, -1.507], [-2.145, -0.225, 0.363], [0.020, -0.375, -0.179], [0.800, 0.257, -0.160], [-2.295, -0.396, -0.102]],
  "lowdin_charge": [-0.37, -0.71, -0.67, -0.03, -0.09, -0.07, 0.00, -0.17, -0.06, -0.07, -0.53, -0.12, -0.10, -0.34, 0.86, 0.05, 0.10, 0.10, 0.07, 0.09, 0.11, 0.00, -0.05],
  "gap_ev": 6.27,
  "de_lowest_kj_mol": 0.00,
  "e_tot_ev": -32449.6414,
  "total_charge": -2,
  "homo_ev": -0.40
}


No. 2
{
  "formula": "C5H6OS2",
  "method": "the ωB97M-V functional and the def2-TZVPD basis",
  "symbols": ["C", "C", "C", "C", "C", "H", "H", "H", "H", "H", "H", "O", "S", "S"],
  "positions_angstrom": [[1.60779, 0.73290, 0.15516], [1.51444, -0.84525, 0.04252], [0.86050, -0.75461, 1.46810], [0.18336, 0.59644, 0.94005], [-0.91782, 0.12390, -0.00415], [2.34554, 2.46830, -0.86223], [2.17976, 1.19195, 0.89935], [2.18196, -1.55353, -0.13610], [1.60468, -0.46648, 2.22371], [0.17128, -1.67621, 1.72728], [-0.16226, 1.22103, 1.68988], [1.72610, 1.36873, -1.02239], [-2.47934, 0.51707, 0.03218], [-0.12187, -1.22052, -0.84299]],
  "forces_ev_per_a": [[-2.605, -1.656, -0.211], [-4.886, 3.715, 2.669], [-0.949, -0.892, -0.255], [0.725, -2.589, -1.447], [1.557, -0.903, 0.927], [-3.060, -5.244, -0.727], [1.681, -0.216, 1.244], [3.309, -2.645, -1.130], [-0.294, -0.476, 0.092], [1.417, 2.111, -0.162], [-0.450, 1.745, 1.130], [2.953, 6.147, -1.036], [0.076, 0.127, -0.319], [0.527, 0.778, -0.775]],
  "lowdin_charge": [-0.41, -0.35, -0.17, -0.28, -1.10, 0.29, 0.12, 0.05, 0.11, 0.14, 0.10, -0.08, 0.66, 0.92],
  "gap_ev": 8.31,
  "de_lowest_kj_mol": 339.55,
  "e_tot_ev": -28996.4367,
  "homo_ev": -8.44
}


No. 3
{
  "formula": "C46H48NO5P3PdTe",
  "method": "the ωB97M-V functional and the def2-TZVPD basis",
  "symbols": ["Pd", "N", "C", "O", "C", "C", "H", "H", "H", "H", "H", "H", "C", "C", "C", "C", "C", "C", "C", "C", "P", "C", "C", "C", "C", "C", "C", "C", "C", "C", "C", "C", "C", "C", "O", "C", "C", "C", "C", "C", "C", "P", "C", "C", "C", "C", "C", "C", "C", "C", "C", "C", "C", "C", "H", "H", "H", "H", "H", "H", "H", "H", "H", "H", "H", "H", "H", "H", "H", "H", "H", "H", "H", "H", "H", "H", "H", "H", "H", "H", "H", "H", "H", "H", "H", "H", "C", "C", "O", "P", "O", "Te", "O", "C", "C", "H", "H", "H", "H", "H", "H", "H", "H", "H", "H"],
  "positions_angstrom": [[1.21288, -0.70591, 0.08635], [3.31107, -5.06407, 2.08490], [2.59077, -3.97879, 1.68078], [1.39476, -4.05594, 1.49073], [3.37901, -2.70026, 1.52590], [3.04118, -1.74965, 0.39150], [2.83733, -5.94471, 2.18133], [4.30166, -5.02446, 2.22727], [4.42957, -2.97162, 1.39420], [3.29962, -2.17576, 2.48502], [3.13424, -2.23356, -0.56965], [3.69233, -0.89681, 0.45139], [-5.41482, 0.46216, 1.76890], [-5.14602, 0.57160, 0.25242], [-6.46005, 0.87259, -0.47177], [-4.54474, -0.75590, -0.20741], [-5.30493, -1.86050, -0.58215], [-4.70491, -3.07114, -0.88912], [-3.32684, -3.22137, -0.78142], [-2.53734, -2.15026, -0.38441], [-0.73174, -2.29121, 0.04804], [-0.97583, -2.30767, 1.87825], [-1.98588, -3.00877, 2.53168], [-2.05968, -3.00030, 3.92048], [-1.14560, -2.26647, 4.66462], [-0.16652, -1.51996, 4.02002], [-0.08951, -1.54455, 2.63735], [-0.47741, -4.00093, -0.54910], [-0.12679, -4.10541, -1.89244], [-0.02123, -5.35082, -2.50245], [-0.26337, -6.50090, -1.76734], [-0.58119, -6.40317, -0.41551], [-0.68340, -5.16090, 0.19365], [-3.17296, -0.93707, -0.15029], [-2.32986, 0.07603, 0.17242], [-2.76622, 1.36723, 0.04689], [-1.74854, 2.30459, -0.08406], [-2.11927, 3.64131, -0.16178], [-3.46316, 3.99713, -0.17695], [-4.44658, 3.02257, -0.09864], [-4.11679, 1.67679, 0.03348], [-0.00745, 1.65693, -0.19831], [0.08608, 1.54516, -2.03729], [0.66126, 0.39837, -2.58819], [0.65669, 0.18529, -3.95760], [0.07515, 1.12174, -4.79917], [-0.50136, 2.26918, -4.26625], [-0.50727, 2.47290, -2.89500], [0.85887, 3.16205, 0.36400], [1.11095, 3.23881, 1.73604], [1.76657, 4.33792, 2.27372], [2.17695, 5.37394, 1.43932], [1.92234, 5.30247, 0.07615], [1.26917, 4.20001, -0.46080], [-6.12471, -0.34537, 1.96975], [-5.82755, 1.40133, 2.14963], [-4.48938, 0.24897, 2.31130], [-7.20445, 0.10367, -0.25853], [-6.31112, 0.92666, -1.55332], [-6.88273, 1.81877, -0.13035], [-6.38461, -1.78354, -0.62509], [-5.31354, -3.91156, -1.19694], [-2.87572, -4.17929, -1.00037], [-2.72516, -3.55821, 1.95979], [-2.83461, -3.56749, 4.42162], [-1.20188, -2.26629, 5.74634], [0.52775, -0.91842, 4.59628], [0.68141, -0.98988, 2.09583], [0.06913, -3.20364, -2.46689], [0.25039, -5.41978, -3.54847], [-0.19501, -7.47337, -2.24011], [-0.75294, -7.30061, 0.16639], [-0.89997, -5.09323, 1.25168], [-1.35981, 4.40899, -0.22745], [-3.74559, 5.04137, -0.24886], [-5.48646, 3.32242, -0.13278], [1.13528, -0.33163, -1.92017], [1.11549, -0.70682, -4.36364], [0.08602, 0.96825, -5.87232], [-0.95722, 3.00231, -4.92181], [-0.98726, 3.35786, -2.49369], [0.79348, 2.42640, 2.38282], [1.96029, 4.38729, 3.33988], [2.70007, 6.22777, 1.85268], [2.23155, 6.11236, -0.57385], [1.10781, 4.13758, -1.53183], [4.29760, 4.49054, -3.00648], [4.86334, 3.37199, -2.16567], [3.76637, 2.72144, -1.50295], [3.89815, 1.20714, -0.99610], [2.59189, 1.00817, -0.22150], [4.58912, -0.23712, -2.71764], [5.09279, 1.28129, 0.07951], [4.90478, 2.12340, 1.24638], [4.37314, 1.31922, 2.41569], [5.10148, 5.00309, -3.53808], [3.77389, 5.21781, -2.37931], [3.58985, 4.08716, -3.73380], [5.55719, 3.75409, -1.41248], [5.39885, 2.65239, -2.78562], [4.22676, 2.94772, 1.01294], [5.88412, 2.53665, 1.47567], [3.42188, 0.85556, 2.14582], [4.20584, 1.97875, 3.27244], [5.08283, 0.53987, 2.70393]],
  "forces_ev_per_a": [[1.114, 1.182, 0.359], [-0.037, 0.140, -0.019], [0.131, -0.062, -0.177], [-0.042, 0.088, 0.127], [-0.221, 0.278, 0.227], [-1.420, -0.997, -0.272], [-0.044, 0.008, 0.040], [0.057, 0.010, -0.040], [0.159, 0.128, 0.069], [0.063, -0.044, 0.043], [0.186, -0.095, -0.294], [0.111, 0.188, 0.039], [0.023, 0.019, 0.027], [0.072, -0.072, 0.024], [0.018, 0.009, -0.044], [-0.157, 0.051, 0.012], [-0.031, 0.000, -0.011], [0.033, 0.007, 0.036], [0.012, -0.056, -0.048], [0.287, 0.136, -0.340], [0.245, -0.551, 1.132], [0.059, -0.078, -0.025], [-0.014, 0.018, 0.001], [0.022, 0.008, -0.070], [-0.001, 0.029, -0.030], [-0.058, 0.022, 0.014], [-0.060, -0.212, -0.049], [0.095, 0.082, -0.137], [0.021, 0.007, 0.011], [-0.010, 0.038, 0.010], [0.012, 0.025, 0.084], [-0.027, 0.081, -0.049], [-0.123, -0.009, -0.041], [0.068, 0.053, -0.056], [0.051, 0.072, 0.248], [0.078, -0.069, -0.090], [0.142, -0.127, 0.229], [-0.055, 0.004, 0.013], [0.038, 0.007, 0.004], [-0.015, 0.035, -0.011], [-0.104, -0.005, -0.009], [-0.553, 0.039, -0.613], [-0.071, 0.072, -0.013], [0.014, 0.123, 0.111], [-0.060, 0.036, -0.056], [0.053, 0.034, -0.005], [0.009, -0.019, -0.041], [0.061, 0.035, 0.014], [0.160, -0.165, 0.175], [-0.007, 0.088, -0.074], [-0.024, 0.002, -0.072], [-0.035, -0.108, 0.009], [-0.033, 0.035, 0.068], [0.055, -0.025, -0.106], [0.038, 0.051, -0.010], [0.026, -0.071, -0.032], [-0.062, 0.011, -0.032], [0.045, 0.045, -0.015], [-0.023, 0.002, 0.076], [0.015, -0.073, -0.013], [0.060, 0.015, -0.046], [0.018, 0.007, 0.014], [-0.005, 0.005, -0.003], [0.027, -0.033, 0.008], [0.007, 0.017, -0.020], [-0.021, 0.010, -0.021], [-0.009, -0.050, -0.046], [-0.042, 0.002, 0.463], [-0.022, -0.056, -0.005], [-0.010, 0.019, 0.023], [0.015, 0.032, 0.018], [0.014, 0.017, -0.004], [-0.033, -0.008, -0.071], [0.017, 0.017, 0.023], [0.030, -0.070, -0.017], [0.048, -0.006, 0.043], [-0.122, 0.253, -0.785], [0.054, 0.027, 0.015], [-0.038, -0.010, 0.055], [0.019, -0.026, 0.032], [-0.004, -0.042, -0.023], [0.040, 0.012, -0.005], [-0.010, -0.014, -0.070], [-0.037, -0.004, -0.017], [0.023, -0.037, 0.006], [0.038, 0.004, 0.078], [-0.116, 0.059, 0.033], [-0.069, 0.030, 0.015], [-0.003, 0.197, -0.084], [-0.156, -0.070, 0.005], [0.076, -0.567, -0.186], [-0.144, -0.006, 0.131], [0.064, 0.168, 0.371], [-0.130, -0.206, -0.082], [-0.023, -0.039, -0.005], [-0.033, -0.009, 0.001], [0.053, -0.056, -0.070], [0.059, 0.034, 0.012], [-0.030, -0.024, 0.065], [-0.015, -0.095, -0.026], [-0.013, -0.012, -0.081], [0.092, 0.032, -0.040], [0.047, 0.046, 0.038], [0.044, -0.054, -0.037], [-0.045, 0.037, -0.010]],
  "lowdin_charge": [0.51, 0.17, -0.51, 0.04, -0.16, -0.18, 0.11, 0.10, 0.12, 0.12, 0.02, -0.01, 0.00, -0.42, -0.04, -0.09, -0.01, -0.06, -0.07, -0.23, 1.13, -0.35, -0.08, -0.08, -0.08, -0.07, -0.12, -0.39, -0.10, -0.08, -0.09, -0.07, -0.11, -0.21, -0.01, -0.20, -0.24, -0.08, -0.06, -0.02, -0.09, 1.13, -0.33, -0.15, -0.09, -0.08, -0.08, -0.09, -0.38, -0.10, -0.09, -0.09, -0.08, -0.10, 0.09, 0.09, 0.10, 0.08, 0.10, 0.08, 0.11, 0.11, 0.10, 0.11, 0.10, 0.10, 0.10, 0.04, 0.10, 0.10, 0.10, 0.10, 0.10, 0.10, 0.11, 0.11, 0.02, 0.10, 0.10, 0.10, 0.10, 0.10, 0.10, 0.10, 0.10, 0.10, -0.07, -0.30, -0.31, 0.08, -0.50, 0.39, -0.31, -0.26, -0.08, 0.08, 0.06, 0.08, 0.12, 0.05, 0.10, 0.12, 0.05, 0.08, 0.08],
  "gap_ev": [6.09, 6.09],
  "e_tot_ev": -98851.0463,
  "homo_ev": [-6.69, -6.69]
}